1.
The following is a quantum chemistry calculation of C29H33FN5O7SSn as an isolated structure in a non-equilibrium geometry, from the Open Molecules 2025 dataset.

Calculated values
- net charge = +3
- LUMO (alpha / beta) (eV) = -9.94 / -10.02
- gap between HOMO and LUMO (alpha / beta) (eV) = 5.7 / 5.5
- largest force on an atom (hartree/bohr) = 0.0461

CARTESIAN COORDINATES (ANGSTROEM)
Sn (-3.430, 0.860, -1.153)
F (3.310, -1.009, 0.050)
C (2.963, 0.292, 0.080)
C (1.637, 0.600, -0.032)
C (1.218, 1.932, -0.084)
C (-0.217, 2.217, -0.255)
O (-1.049, 1.298, -0.320)
C (-0.467, 3.624, -0.361)
C (0.509, 4.573, -0.215)
N (1.796, 4.277, -0.032)
C (2.766, 5.355, 0.064)
C (3.480, 5.577, 1.367)
C (2.448, 6.555, 0.902)
C (2.189, 2.943, 0.004)
C (3.537, 2.599, 0.131)
C (3.967, 1.280, 0.166)
N (5.330, 0.990, 0.287)
C (5.805, -0.297, 0.777)
C (7.155, -0.122, 1.464)
N (8.129, 0.494, 0.508)
C (7.622, 1.820, 0.037)
C (6.272, 1.610, -0.635)
C (-1.957, 4.105, -0.668)
O (-2.069, 5.248, -0.237)
O (-2.659, 3.258, -1.205)
H (0.908, -0.193, -0.120)
H (0.253, 5.621, -0.268)
H (3.306, 5.512, -0.861)
H (4.523, 5.860, 1.331)
H (3.225, 4.935, 2.200)
H (2.773, 7.516, 0.532)
H (1.506, 6.585, 1.434)
H (4.263, 3.393, 0.228)
H (5.897, -1.037, -0.031)
H (5.116, -0.696, 1.514)
H (7.536, -1.084, 1.799)
H (7.068, 0.544, 2.321)
H (8.243, -0.127, -0.299)
H (9.050, 0.590, 0.939)
H (8.336, 2.259, -0.658)
H (7.525, 2.464, 0.909)
H (6.409, 0.977, -1.526)
H (5.893, 2.568, -0.977)
C (-7.627, 0.548, -0.302)
S (-6.007, -0.166, -0.274)
O (-5.978, -1.453, 0.374)
O (-5.097, 0.827, 0.403)
O (-5.515, -0.239, -1.677)
H (-7.716, 1.203, 0.561)
H (-8.373, -0.242, -0.273)
H (-7.686, 1.114, -1.228)
C (-4.564, -5.633, 0.655)
N (-4.151, -4.267, 0.894)
N (-3.656, -3.475, -0.047)
C (-3.428, -2.196, 0.545)
O (-2.878, -1.277, -0.049)
C (-3.824, -2.323, 1.917)
C (-4.264, -3.594, 2.098)
C (-4.814, -4.259, 3.302)
C (-3.309, -3.884, -1.357)
C (-3.757, -3.139, -2.446)
C (-3.391, -3.524, -3.723)
C (-2.594, -4.645, -3.922)
C (-2.145, -5.380, -2.830)
C (-2.493, -5.003, -1.548)
H (-4.704, -5.803, -0.408)
H (-5.501, -5.817, 1.176)
H (-3.816, -6.331, 1.036)
H (-3.804, -1.525, 2.639)
H (-4.724, -3.599, 4.160)
H (-4.297, -5.193, 3.523)
H (-5.874, -4.485, 3.161)
H (-4.438, -2.315, -2.293)
H (-3.752, -2.957, -4.570)
H (-2.326, -4.950, -4.925)
H (-1.511, -6.243, -2.980)
H (-2.098, -5.546, -0.698)

***

2.
The following is a quantum chemistry calculation of C6H9FN3V as an isolated structure in a non-equilibrium geometry, from the Open Molecules 2025 dataset.

Calculated values
- net charge = +2
- LUMO (alpha / beta) (eV) = -14.37 / -11.93
- gap between HOMO and LUMO (alpha / beta) (eV) = 3.2 / 6.5
- largest force on an atom (hartree/bohr) = 0.1287
- 2S+1 = 3

CARTESIAN COORDINATES (ANGSTROEM)
V (-2.766, -0.034, -1.048)
F (-0.951, 0.884, -1.383)
C (1.209, -0.943, -3.199)
C (1.109, -1.567, -1.963)
N (1.099, -2.092, -0.920)
H (2.259, -1.032, -3.477)
H (0.873, 0.092, -3.262)
H (0.520, -1.403, -3.907)
C (-0.504, 3.269, 0.984)
C (-0.346, 2.171, 1.983)
N (-0.220, 1.306, 2.748)
H (-1.482, 3.027, 0.569)
H (0.293, 3.272, 0.239)
H (-0.432, 4.191, 1.561)
C (0.280, -2.078, 2.084)
C (-0.808, -1.430, 1.395)
N (-1.667, -0.907, 0.823)
H (1.237, -1.586, 1.913)
H (0.322, -3.109, 1.732)
H (-0.025, -2.031, 3.129)

***

3.
The following is a quantum chemistry calculation of an isolated ion of composition C6H12N and charge +1 in a non-equilibrium geometry, from the Open Molecules 2025 dataset.

Calculated values
- energy relative to the best compared isomer or geometry (same formula, charge and spin) (kcal per mole) = 88.6
- net charge = +1
- LUMO (eV) = -3.34
- gap between HOMO and LUMO (eV) = 11.5
- largest force on an atom (hartree/bohr) = 0.0721
- SMILES = CC[N@H+](C)C1C=C1

CARTESIAN COORDINATES (ANGSTROEM)
C (1.857, 1.513, -0.051)
C (1.275, 0.142, -0.423)
N (0.100, -0.343, 0.361)
C (0.101, -1.830, 0.382)
C (-1.274, 0.306, -0.379)
C (-2.532, -0.426, -0.373)
C (-2.446, 0.598, 0.446)
H (1.233, 2.418, -0.374)
H (2.299, 1.711, 0.892)
H (2.878, 1.710, -0.464)
H (2.127, -0.574, -0.351)
H (1.066, 0.179, -1.448)
H (0.083, -0.065, 1.373)
H (-0.120, -2.103, -0.675)
H (1.055, -2.069, 0.864)
H (-0.872, -2.033, 0.895)
H (-0.931, 0.907, -1.112)
H (-3.217, -1.017, -0.975)
H (-2.684, 0.976, 1.411)

***

4.
The following is a quantum chemistry calculation of one molecule with the formula C10H11N3O in a non-equilibrium geometry, from the Open Molecules 2025 dataset.

Calculated values
- energy relative to the best compared isomer or geometry (same formula, charge and spin) (kcal per mole) = 48.6
- LUMO (eV) = 0.18
- gap between HOMO and LUMO (eV) = 8.6
- largest force on an atom (hartree/bohr) = 0.0823
- SMILES = OCCNc1cnc2ccccc2n1

CARTESIAN COORDINATES (ANGSTROEM)
O (-1.754, -0.408, -2.715)
C (-1.312, -1.693, -2.454)
C (0.203, -1.879, -2.467)
N (0.787, -2.056, -1.117)
C (0.783, -1.067, -0.205)
C (1.342, -1.368, 1.099)
N (1.319, -0.565, 2.099)
C (0.676, 0.712, 1.889)
C (0.598, 1.643, 2.901)
C (0.004, 2.805, 2.686)
C (-0.751, 3.029, 1.505)
C (-0.763, 2.069, 0.605)
C (0.006, 0.912, 0.722)
N (0.129, 0.073, -0.398)
H (-1.168, 0.332, -2.149)
H (-1.808, -2.468, -3.272)
H (-1.491, -2.115, -1.316)
H (0.339, -2.810, -2.982)
H (0.927, -1.276, -3.134)
H (1.592, -2.747, -0.894)
H (1.586, -2.433, 1.296)
H (1.339, 1.496, 3.742)
H (0.074, 3.661, 3.382)
H (-1.406, 3.942, 1.469)
H (-1.251, 2.209, -0.292)

***

5.
The following is a quantum chemistry calculation of a 2-piece molecular cluster, C10H16O overall in a non-equilibrium geometry, from the Open Molecules 2025 dataset.

Calculated values
- energy relative to the best compared isomer or geometry (same formula, charge and spin) (kcal per mole) = 37.8
- LUMO (eV) = 0.86
- gap between HOMO and LUMO (eV) = 9.3
- largest force on an atom (hartree/bohr) = 0.0330
- SMILES = CCc1ccc(O)cc1.CC

CARTESIAN COORDINATES (ANGSTROEM)
C (-2.061, -1.821, -1.465)
C (-1.297, -1.262, -0.246)
C (-1.054, 0.232, -0.312)
C (0.243, 0.698, -0.641)
C (0.374, 1.866, -1.344)
C (-0.677, 2.804, -1.268)
O (-0.451, 4.085, -1.724)
C (-1.912, 2.460, -0.786)
C (-2.109, 1.107, -0.436)
H (-1.384, -1.812, -2.300)
H (-2.922, -1.208, -1.752)
H (-2.407, -2.824, -1.224)
H (-1.844, -1.513, 0.669)
H (-0.329, -1.759, -0.300)
H (1.048, 0.015, -0.410)
H (1.254, 2.251, -1.847)
H (0.469, 4.303, -1.559)
H (-2.711, 3.163, -0.607)
H (-3.140, 0.873, -0.232)
C (2.989, -2.142, 2.138)
C (2.194, -0.828, 2.321)
H (3.449, -2.169, 1.150)
H (3.798, -2.195, 2.846)
H (2.287, -2.974, 2.206)
H (1.169, -0.988, 2.034)
H (2.707, -0.022, 1.799)
H (2.316, -0.339, 3.291)

***

> largest force on an atom of number 2 (C6H9FN3V)?

0.1287 hartree/bohr

***

> The lowest largest force on an atom belongs to which entry?

C10H16O

***

Please write out number 3 again, unchanged.
The following is a quantum chemistry calculation of an isolated ion of composition C6H12N and charge +1 in a non-equilibrium geometry, from the Open Molecules 2025 dataset.

Calculated values
- energy relative to the best compared isomer or geometry (same formula, charge and spin) (kcal per mole) = 88.6
- net charge = +1
- LUMO (eV) = -3.34
- gap between HOMO and LUMO (eV) = 11.5
- largest force on an atom (hartree/bohr) = 0.0721
- SMILES = CC[N@H+](C)C1C=C1

CARTESIAN COORDINATES (ANGSTROEM)
C (1.857, 1.513, -0.051)
C (1.275, 0.142, -0.423)
N (0.100, -0.343, 0.361)
C (0.101, -1.830, 0.382)
C (-1.274, 0.306, -0.379)
C (-2.532, -0.426, -0.373)
C (-2.446, 0.598, 0.446)
H (1.233, 2.418, -0.374)
H (2.299, 1.711, 0.892)
H (2.878, 1.710, -0.464)
H (2.127, -0.574, -0.351)
H (1.066, 0.179, -1.448)
H (0.083, -0.065, 1.373)
H (-0.120, -2.103, -0.675)
H (1.055, -2.069, 0.864)
H (-0.872, -2.033, 0.895)
H (-0.931, 0.907, -1.112)
H (-3.217, -1.017, -0.975)
H (-2.684, 0.976, 1.411)

***

Please write out number 2 again, unchanged.
The following is a quantum chemistry calculation of C6H9FN3V as an isolated structure in a non-equilibrium geometry, from the Open Molecules 2025 dataset.

Calculated values
- net charge = +2
- LUMO (alpha / beta) (eV) = -14.37 / -11.93
- gap between HOMO and LUMO (alpha / beta) (eV) = 3.2 / 6.5
- largest force on an atom (hartree/bohr) = 0.1287
- 2S+1 = 3

CARTESIAN COORDINATES (ANGSTROEM)
V (-2.766, -0.034, -1.048)
F (-0.951, 0.884, -1.383)
C (1.209, -0.943, -3.199)
C (1.109, -1.567, -1.963)
N (1.099, -2.092, -0.920)
H (2.259, -1.032, -3.477)
H (0.873, 0.092, -3.262)
H (0.520, -1.403, -3.907)
C (-0.504, 3.269, 0.984)
C (-0.346, 2.171, 1.983)
N (-0.220, 1.306, 2.748)
H (-1.482, 3.027, 0.569)
H (0.293, 3.272, 0.239)
H (-0.432, 4.191, 1.561)
C (0.280, -2.078, 2.084)
C (-0.808, -1.430, 1.395)
N (-1.667, -0.907, 0.823)
H (1.237, -1.586, 1.913)
H (0.322, -3.109, 1.732)
H (-0.025, -2.031, 3.129)